i) Formula: C3H11N2S
Source: the Open Molecules 2025 dataset
Level of theory: wB97M-V/def2-TZVPD

Computed properties:
* frontier orbital gap: 8.7 eV
* net charge: +1
* 2S+1: 1
* LUMO level: -4.05 eV

Each line ends with the natural charge from an NBO analysis.
CARTESIAN COORDINATES (ANGSTROEM)
C 1.68984 -2.54401 0.55534  -0.639
C 1.91475 -1.49595 -0.52733  -0.519
S 0.41897 -0.89803 -1.35852  -0.082
H 2.52425 -3.23676 0.65929  0.237
H 0.85594 -3.23814 0.44245  0.228
H 1.70429 -2.01354 1.50708  0.209
H 2.54806 -0.64399 -0.27689  0.239
H 2.49249 -1.96795 -1.32517  0.231
H -0.06735 -2.05953 -1.78097  0.155
N -1.08173 0.98411 0.65149  -0.753
C -1.39054 2.24531 0.55284  0.425
N -2.05552 2.97861 1.41044  -0.720
H -0.70938 0.32538 1.31146  0.457
H -0.86655 0.51484 -0.25467  0.437
H -1.10351 2.69910 -0.39190  0.217
H -2.01823 3.98357 1.29692  0.427
H -2.79286 2.77887 2.07907  0.451



ii) Formula: C3H11N2S
Source: the Open Molecules 2025 dataset
Level of theory: wB97M-V/def2-TZVPD

Computed properties:
* frontier orbital gap: 10.2 eV
* net charge: +1
* 2S+1: 1
* LUMO level: -3.25 eV

Each line ends with the natural charge from an NBO analysis.
CARTESIAN COORDINATES (ANGSTROEM)
N -1.15297 -1.38831 -1.42540  -0.866
C -0.63918 -1.23878 -0.07012  -0.258
C -0.19418 0.18243 0.14619  -0.026
N 0.74716 0.56077 -1.03786  -0.734
C 0.36611 0.70058 1.44139  -0.563
S 1.26546 2.27326 1.19275  -0.049
H -0.80367 -2.30764 -1.69413  0.386
H -2.14796 -1.45717 -1.59669  0.404
H 0.26211 -1.83150 0.02899  0.203
H -1.25997 -1.56509 0.75884  0.235
H -0.98799 0.84722 -0.25194  0.216
H 0.55197 -0.20951 -1.68188  0.460
H 1.71557 0.60325 -0.68608  0.442
H 0.56299 1.44891 -1.62947  0.462
H 0.96396 -0.10260 1.95774  0.236
H -0.53989 0.80701 2.05077  0.261
H 1.29046 2.67717 2.49691  0.190



Last place for stability: i)



i) Formula: C3H11N2S
Source: the Open Molecules 2025 dataset
Level of theory: wB97M-V/def2-TZVPD

Computed properties:
* frontier orbital gap: 8.7 eV
* net charge: +1
* 2S+1: 1
* LUMO level: -3.91 eV

Each line ends with the natural charge from an NBO analysis.
CARTESIAN COORDINATES (ANGSTROEM)
C -0.45275 0.05056 3.27952  -0.608
C -0.21364 -0.20089 1.77143  -0.534
S 1.49210 -0.13018 1.24228  -0.074
H -0.14369 1.04430 3.56721  0.215
H 0.10595 -0.69275 3.84890  0.224
H -1.54245 0.00754 3.45483  0.231
H -0.65613 -1.16234 1.46777  0.221
H -0.79331 0.53936 1.21719  0.199
H 1.90788 0.67032 2.24843  0.172
N 0.71365 0.24553 -1.80326  -0.697
C 0.00151 -0.43914 -2.68012  0.404
N -0.51247 0.09562 -3.76307  -0.721
H 0.65378 1.23477 -2.00238  0.417
H 0.86030 -0.14871 -0.86422  0.447
H -0.20413 -1.46320 -2.39300  0.230
H -1.07581 -0.53588 -4.31839  0.434
H -0.14080 0.88506 -4.27313  0.438



ii) Formula: C3H11N2S
Source: the Open Molecules 2025 dataset
Level of theory: wB97M-V/def2-TZVPD

Computed properties:
* frontier orbital gap: 9.9 eV
* net charge: +1
* 2S+1: 1
* LUMO level: -3.39 eV

Each line ends with the natural charge from an NBO analysis.
CARTESIAN COORDINATES (ANGSTROEM)
N 0.27609 -2.36884 -0.32902  -0.709
C -0.95805 -2.12710 -0.70029  0.398
N -1.61475 -1.05434 -0.38305  -0.714
H 0.82773 -1.68292 0.17056  0.437
H 0.72478 -3.21296 -0.65019  0.437
H -1.45274 -2.89339 -1.28962  0.232
H -2.57234 -0.93194 -0.66852  0.436
H -1.14531 -0.30241 0.11700  0.429
C 0.97274 1.66455 -1.27873  -0.628
C 0.20716 2.05383 -0.03531  -0.484
S 0.54940 0.82768 1.30182  -0.109
H 0.60261 0.73972 -1.72698  0.192
H 2.03227 1.54960 -1.06704  0.228
H 0.85289 2.44437 -2.02902  0.244
H 0.53915 3.02099 0.32495  0.239
H -0.86704 2.07701 -0.19859  0.206
H -0.12819 1.44163 2.27581  0.166



Last place for stability: i)



i) Formula: C3H9S2
Source: the Open Molecules 2025 dataset
Level of theory: wB97M-V/def2-TZVPD

Computed properties:
* frontier orbital gap: 6.2 eV
* net charge: -1
* 2S+1: 1
* LUMO level: 3.36 eV

Each line ends with the natural charge from an NBO analysis.
CARTESIAN COORDINATES (ANGSTROEM)
S 0.54669 -2.44858 0.11131  -1.080
H 0.79540 -3.75731 -0.05811  0.098
C -0.45055 0.45462 -1.57974  -0.619
C -1.13318 0.54083 -0.22740  -0.531
S -0.31936 1.69801 0.91830  0.106
C 0.97276 0.60047 1.57789  -0.738
H -0.98980 -0.25889 -2.20699  0.210
H 0.56885 0.08631 -1.48774  0.234
H -0.45383 1.43689 -2.05941  0.180
H -1.09756 -0.42616 0.27871  0.264
H -2.16954 0.85484 -0.35048  0.197
H 0.60552 -0.06920 2.34853  0.222
H 1.39011 0.01611 0.75833  0.256
H 1.73449 1.27206 1.97679  0.201



ii) Formula: C3H9S2
Source: the Open Molecules 2025 dataset
Level of theory: wB97M-V/def2-TZVPD

Computed properties:
* frontier orbital gap: 6.2 eV
* net charge: -1
* 2S+1: 1
* LUMO level: 3.57 eV

Each line ends with the natural charge from an NBO analysis.
CARTESIAN COORDINATES (ANGSTROEM)
C 0.55664 -2.31481 0.99248  -0.735
S 1.81983 -1.14895 1.57326  -0.190
H -0.37889 -1.82371 0.76311  0.231
H 0.98706 -2.88711 0.20053  0.198
H 0.26377 -3.01114 1.79013  0.193
C -0.74761 0.76223 -1.31444  -0.629
C -0.27832 2.00862 -0.54123  -0.528
S -0.28080 1.87914 1.26252  -0.646
H -0.67712 -0.08480 -0.62276  0.211
H -0.32111 0.63527 -2.31146  0.181
H -1.83304 0.84076 -1.48352  0.182
H 0.71533 2.29413 -0.91336  0.167
H -0.91608 2.84613 -0.82736  0.172
H 1.09033 0.00425 1.43209  0.194



Last place for stability: ii)